[1]
# C23H43CeN2O2P3

A molecular structure, C23H43CeN2O2P3 at a distorted geometry (ωB97M-V/def2-TZVPD, OMol25).

ΔE to the lowest compared entry with this formula, charge and spin: 5.909 eV
gap between HOMO and LUMO (alpha / beta): 7.28 / 2.89 eV
DFT total energy: -2660.2359 Ha
⟨S²⟩: 1.057
HOMO (alpha / beta): -0.5604 / -0.5294 hartree

ORCA input file:
```
! wB97M-V def2-TZVPD RIJCOSX def2/J DEFGRID3
* xyz 3 2
Ce 0.11 0.10 -0.11
P 0.58 -2.40 0.02
P -1.94 0.17 -1.54
P -1.54 -0.15 1.95
H 1.14 2.60 0.33
C 0.71 1.90 1.02
C 1.57 0.72 1.44
H 2.55 0.65 1.02
C 1.95 -2.90 -0.97
C -0.68 -3.57 -0.40
C 1.10 -2.85 1.67
C -2.62 1.80 -1.70
C -1.64 -0.34 -3.22
C -3.36 -0.83 -1.13
C -0.73 0.07 3.52
C -2.47 -1.64 2.17
C -2.74 1.17 1.93
H 0.01 2.28 1.72
H 1.43 0.32 2.42
H 2.84 -2.27 -0.81
H 1.71 -2.87 -2.04
H 2.18 -3.92 -0.68
H -0.98 -3.46 -1.45
H -1.58 -3.47 0.22
H -0.25 -4.57 -0.26
H 1.98 -2.26 1.98
H 1.38 -3.92 1.62
H 0.32 -2.72 2.42
H -3.46 1.74 -2.41
H -1.88 2.52 -2.09
H -2.98 2.20 -0.75
H -2.60 -0.23 -3.74
H -1.32 -1.39 -3.27
H -0.89 0.27 -3.73
H -4.07 -0.66 -1.94
H -3.82 -0.55 -0.18
H -3.11 -1.90 -1.09
H -1.54 0.03 4.25
H -0.21 1.03 3.60
H -0.01 -0.73 3.73
H -3.14 -1.44 3.01
H -1.81 -2.48 2.43
H -3.06 -1.92 1.29
H -3.27 1.11 2.89
H -3.47 1.07 1.11
H -2.26 2.16 1.84
C -5.76 4.90 1.10
C -6.02 6.30 0.93
C -5.37 7.21 1.75
C -4.47 6.78 2.73
C -4.22 5.42 2.89
C -4.85 4.48 2.08
O -6.34 3.95 0.34
H -6.95 4.39 -0.31
H -6.72 6.61 0.17
H -5.58 8.27 1.62
H -3.97 7.52 3.37
H -3.52 5.08 3.65
H -4.67 3.41 2.19
N 6.12 1.92 -3.26
C 5.00 1.97 -2.39
O 5.02 2.71 -1.40
C 3.80 1.11 -2.68
C 3.65 0.33 -3.80
C 2.54 -0.48 -3.96
C 1.60 -0.49 -2.96
N 1.69 0.25 -1.85
C 2.77 1.06 -1.72
H 6.89 2.50 -3.00
H 6.16 1.35 -4.02
H 4.41 0.31 -4.60
H 2.43 -1.11 -4.84
H 0.73 -1.21 -3.08
H 2.85 1.68 -0.78
*
```

***

[2]
# C22H24N4O2S

A single C22H24N4O2S molecule (ωB97M-V/def2-TZVPD, OMol25).

ΔE to the lowest compared entry with this formula, charge and spin: 0.348 eV
structure (SMILES): CCn1c(=O)cc(SCC(=O)N2CCN(c3ccccn3)CC2)c2ccccc21
gap between HOMO and LUMO: 8.34 eV
DFT total energy: -1620.4790 Ha
HOMO: -0.2964 hartree

ORCA input file:
```
! wB97M-V def2-TZVPD RIJCOSX def2/J DEFGRID3
* xyz 0 1
C -6.80 -0.19 1.03
C -5.50 0.04 1.79
N -4.34 -0.02 0.91
C -3.66 -1.24 0.89
O -4.03 -2.16 1.59
C -2.51 -1.32 0.01
C -2.14 -0.29 -0.78
S -0.78 -0.36 -1.91
C -0.34 -2.13 -1.97
C 0.49 -2.60 -0.78
O 0.04 -3.42 0.00
N 1.73 -2.08 -0.64
C 2.34 -1.10 -1.52
C 3.84 -1.04 -1.26
N 4.09 -0.67 0.11
C 4.92 0.38 0.40
C 5.07 0.88 1.70
C 5.96 1.91 1.91
C 6.67 2.43 0.84
C 6.45 1.88 -0.41
N 5.60 0.89 -0.63
C 3.22 -1.26 1.10
C 2.51 -2.47 0.51
C -2.87 0.95 -0.74
C -2.50 2.05 -1.52
C -3.21 3.23 -1.47
C -4.31 3.32 -0.63
C -4.69 2.26 0.16
C -3.98 1.05 0.13
H -7.64 -0.14 1.71
H -6.78 -1.18 0.57
H -6.94 0.55 0.24
H -5.50 0.99 2.32
H -5.36 -0.76 2.52
H -1.99 -2.26 0.05
H 0.21 -2.24 -2.90
H -1.26 -2.71 -2.01
H 1.90 -0.11 -1.35
H 2.17 -1.38 -2.57
H 4.30 -2.01 -1.48
H 4.31 -0.29 -1.89
H 4.51 0.47 2.53
H 6.10 2.31 2.91
H 7.38 3.24 0.97
H 6.96 2.24 -1.29
H 3.81 -1.59 1.97
H 2.47 -0.53 1.45
H 1.82 -2.90 1.24
H 3.24 -3.24 0.23
H -1.65 1.96 -2.18
H -2.92 4.07 -2.09
H -4.87 4.24 -0.58
H -5.55 2.37 0.80
*
```

***

Repeat the second record exactly.
# C22H24N4O2S

A single C22H24N4O2S molecule (ωB97M-V/def2-TZVPD, OMol25).

ΔE to the lowest compared entry with this formula, charge and spin: 0.348 eV
structure (SMILES): CCn1c(=O)cc(SCC(=O)N2CCN(c3ccccn3)CC2)c2ccccc21
gap between HOMO and LUMO: 8.34 eV
DFT total energy: -1620.4790 Ha
HOMO: -0.2964 hartree

ORCA input file:
```
! wB97M-V def2-TZVPD RIJCOSX def2/J DEFGRID3
* xyz 0 1
C -6.80 -0.19 1.03
C -5.50 0.04 1.79
N -4.34 -0.02 0.91
C -3.66 -1.24 0.89
O -4.03 -2.16 1.59
C -2.51 -1.32 0.01
C -2.14 -0.29 -0.78
S -0.78 -0.36 -1.91
C -0.34 -2.13 -1.97
C 0.49 -2.60 -0.78
O 0.04 -3.42 0.00
N 1.73 -2.08 -0.64
C 2.34 -1.10 -1.52
C 3.84 -1.04 -1.26
N 4.09 -0.67 0.11
C 4.92 0.38 0.40
C 5.07 0.88 1.70
C 5.96 1.91 1.91
C 6.67 2.43 0.84
C 6.45 1.88 -0.41
N 5.60 0.89 -0.63
C 3.22 -1.26 1.10
C 2.51 -2.47 0.51
C -2.87 0.95 -0.74
C -2.50 2.05 -1.52
C -3.21 3.23 -1.47
C -4.31 3.32 -0.63
C -4.69 2.26 0.16
C -3.98 1.05 0.13
H -7.64 -0.14 1.71
H -6.78 -1.18 0.57
H -6.94 0.55 0.24
H -5.50 0.99 2.32
H -5.36 -0.76 2.52
H -1.99 -2.26 0.05
H 0.21 -2.24 -2.90
H -1.26 -2.71 -2.01
H 1.90 -0.11 -1.35
H 2.17 -1.38 -2.57
H 4.30 -2.01 -1.48
H 4.31 -0.29 -1.89
H 4.51 0.47 2.53
H 6.10 2.31 2.91
H 7.38 3.24 0.97
H 6.96 2.24 -1.29
H 3.81 -1.59 1.97
H 2.47 -0.53 1.45
H 1.82 -2.90 1.24
H 3.24 -3.24 0.23
H -1.65 1.96 -2.18
H -2.92 4.07 -2.09
H -4.87 4.24 -0.58
H -5.55 2.37 0.80
*
```

***

Q: Which of these has the lowest DFT total energy?
A: C23H43CeN2O2P3

***

Q: DFT total energy of number 1 (C23H43CeN2O2P3)?
A: -2660.2359 Ha